18
Properties=species:S:1:pos:R:3:forces:R:3 method="wB97M-V/def2-TZVPD" homo_ev=-14.07 de_lowest_kcal_mol=39.5 largest_force_ev_per_a=3.1 smiles=CS[N+](C)(C)C e_lumo_ha=-0.132 total_energy_ev=-16659.946 total_charge=+1
C -0.701 0.344 -1.130 -0.181 0.426 -0.969
C -1.284 -1.561 0.232 -0.568 -0.918 0.100
C -0.553 0.484 1.282 -0.056 0.538 0.899
C 2.772 0.365 0.029 -2.563 -1.657 0.176
N -0.403 -0.384 0.109 0.937 -0.186 -0.037
S 1.245 -1.157 0.035 1.988 1.560 0.009
H -0.088 1.240 -1.201 0.060 -0.049 0.127
H -0.498 -0.291 -1.991 0.010 -0.041 0.159
H -1.751 0.636 -1.149 -0.023 -0.012 0.176
H -2.327 -1.253 0.274 0.040 0.226 -0.030
H -1.144 -2.224 -0.622 0.058 0.160 -0.017
H -1.041 -2.113 1.140 0.067 0.150 -0.020
H -0.305 -0.069 2.187 0.012 -0.060 -0.153
H 0.107 1.346 1.204 0.009 -0.082 -0.129
H -1.584 0.832 1.354 0.003 -0.043 -0.145
H 3.610 -0.227 -0.301 0.110 -0.208 -0.098
H 2.832 0.699 1.053 0.038 0.055 0.073
H 2.440 1.098 -0.687 0.058 0.143 -0.124